This record from the OMol25 dataset describes a structure of composition C27H24BrF6IN7O9S4Yb at a distorted geometry. The level of theory is ωB97M-V/def2-TZVPD.

Values from the calculation:
2S+1: 2
Max |F|: 2.80 eV/Å
Orbital gap (alpha / beta): 7.566 / 7.564 eV
DFT total energy: -226567.44823 eV
E_HOMO (alpha / beta): -0.2934 / -0.2933 Eh
Energy relative to the best compared isomer or geometry (same formula, charge and spin): 1.352 eV

Geometry (Å):
1 Yb -0.1468 -0.2524 -0.3082
2 F 0.2667 1.9155 -4.5304
3 C 0.7053 0.6717 -4.7348
4 F -0.1039 0.0542 -5.5780
5 F 1.9324 0.7138 -5.2284
6 S 0.7544 -0.1433 -3.0763
7 O -0.5964 -0.0420 -2.5458
8 O 1.6910 0.6372 -2.3085
9 N 1.2524 -1.5818 -3.4039
10 S 1.9167 -2.2567 -2.1288
11 O 3.3367 -2.2843 -2.1196
12 O 1.2833 -1.7353 -0.9174
13 C 1.3047 -4.0019 -2.2710
14 F -0.0079 -4.0013 -2.1415
15 F 1.8577 -4.7157 -1.3012
16 F 1.6461 -4.5049 -3.4463
17 O -1.5232 -5.6010 2.5076
18 C -1.4685 -4.5156 2.0051
19 C -0.8657 -3.2578 2.6204
20 O -0.5800 -3.0591 3.7800
21 C -0.7307 -2.3317 1.4993
22 C -1.3748 -2.8020 0.3623
23 O -1.4343 -2.0487 -0.7088
24 C -1.9078 -4.1514 0.5826
25 O -2.5479 -4.8501 -0.1623
26 O -0.1292 -1.1744 1.5070
27 C 3.0263 -1.2671 1.6362
28 C 2.9939 0.1015 1.0530
29 N 1.9558 0.7142 0.5555
30 C 2.2646 1.9797 0.1027
31 C 3.5668 2.3304 0.2715
32 S 4.4295 1.0568 1.0108
33 C 1.2527 2.7946 -0.5639
34 C 1.4780 4.0428 -1.0483
35 S 0.1266 4.5884 -1.9306
36 C -0.6918 3.1085 -1.5944
37 N -0.0058 2.2840 -0.8486
38 C -2.0379 2.8778 -2.1831
39 H 2.0776 -1.5004 2.1152
40 H 3.8367 -1.3539 2.3572
41 H 3.1935 -1.9969 0.8417
42 H 4.0586 3.2490 -0.0003
43 H 2.3667 4.6439 -0.9549
44 H -2.1768 3.5171 -3.0539
45 H -2.8222 3.1080 -1.4654
46 H -2.1445 1.8385 -2.4845
47 Br -6.0500 -0.0854 -2.2228
48 C -5.6944 1.3893 -1.1013
49 C -6.5782 2.4597 -1.1182
50 C -6.3504 3.5628 -0.3123
51 C -5.2460 3.5866 0.5253
52 C -4.3652 2.5173 0.5316
53 C -4.5661 1.4138 -0.2883
54 I -3.0947 -0.2021 -0.3879
55 H -7.4439 2.4173 -1.7648
56 H -7.0386 4.3968 -0.3439
57 H -5.0662 4.4314 1.1778
58 H -3.5039 2.5387 1.1848
59 C -1.9799 0.8897 2.9473
60 N -2.2494 1.5017 4.2423
61 C -2.3029 2.9503 4.0688
62 N -1.0492 3.4835 3.5244
63 C -0.7825 2.8339 2.2446
64 N -0.7118 1.3645 2.3410
65 C 0.3596 1.0502 3.3249
66 N 0.1279 1.6707 4.6232
67 C -1.1459 1.1742 5.1480
68 C 0.0291 3.1165 4.4493
69 H -2.8093 1.1216 2.2790
70 H -1.9188 -0.1923 3.0706
71 H -2.4922 3.4218 5.0350
72 H -3.1221 3.1963 3.3877
73 H 0.1726 3.2082 1.8668
74 H -1.5672 3.1075 1.5358
75 H 1.3115 1.4121 2.9312
76 H 0.3982 -0.0298 3.4487
77 H -1.3302 1.6274 6.1239
78 H -1.0894 0.0900 5.2581
79 H 0.9756 3.4955 4.0556
80 H -0.1647 3.5805 5.4184

This record from the OMol25 dataset describes the molecule C4H12N2 at a distorted geometry. The level of theory is ωB97M-V/def2-TZVPD.

Values from the calculation:
Max |F|: 1.51 eV/Å
Orbital gap: 9.454 eV
DFT total energy: -7322.53145 eV
E_HOMO: -0.3063 Eh
Energy relative to the best compared isomer or geometry (same formula, charge and spin): 0.497 eV

Geometry (Å):
1 C 0.2991 1.5087 -1.9056
2 N -0.1779 0.1474 -1.7227
3 C 0.4413 -0.5513 -0.6244
4 C -0.0630 -0.1135 0.7535
5 C 0.5515 -0.9443 1.8751
6 N -1.5240 -0.1687 0.7531
7 H -0.1024 1.9269 -2.8288
8 H 1.3655 1.4920 -1.8679
9 H -0.0585 2.1852 -1.1175
10 H -1.1829 0.1236 -1.6393
11 H 1.5052 -0.3670 -0.6904
12 H 0.2952 -1.6266 -0.7300
13 H 0.2477 0.9134 0.9566
14 H 0.1977 -0.6769 2.8712
15 H 0.3478 -2.0183 1.7828
16 H 1.6411 -0.9154 1.8325
17 H -1.8290 -1.1339 0.7208
18 H -1.9543 0.2187 1.5811

Question: energy relative to the best compared isomer or geometry (same formula, charge and spin) of number 1 (C27H24BrF6IN7O9S4Yb)?
Answer: 1.352 eV